A single C2H6OS molecule at a distorted geometry. Source: the Open Molecules 2025 dataset; level of theory: ωB97M-V with the def2-TZVPD basis set.

Structure (XYZ):
```
10
Properties=species:S:1:pos:R:3:mulliken_charge:R:1
C 0.2369 0.7519 0.0630 -0.387
C -0.2979 -0.6434 -0.4344 -0.507
H 2.1031 1.5313 -0.5420 0.354
H -0.5287 1.4478 0.4761 0.336
H 0.6748 0.4937 1.0871 0.269
H 0.4671 -1.3967 -0.4954 0.335
H -0.8063 -0.6632 -1.3695 0.261
H -1.0333 -1.9829 1.5074 0.133
O 0.9375 1.5798 -0.7917 -0.557
S -1.7532 -1.1183 0.4995 -0.237
```

Results
E_tot in a.u.: -553.1443
ΔE to the lowest compared entry with this formula, charge and spin in kcal per mole: 37.1
HOMO-LUMO gap in Ha: 0.351
E_HOMO in eV: -9.112